# 1
{
  "formula": "C41H36BBiN10PS2",
  "method": "ωB97M-V/def2-TZVPD",
  "elements": ["Bi", "C", "C", "N", "N", "C", "B", "N", "C", "C", "C", "N", "N", "C", "C", "C", "N", "H", "H", "H", "H", "H", "H", "H", "H", "H", "H", "S", "C", "C", "C", "C", "N", "C", "C", "C", "S", "C", "N", "H", "H", "C", "C", "C", "C", "C", "C", "P", "C", "C", "C", "C", "C", "C", "C", "C", "C", "C", "C", "C", "H", "H", "H", "H", "H", "H", "H", "H", "H", "H", "H", "H", "H", "H", "N", "C", "N", "C", "C", "C", "C", "C", "H", "H", "H", "H", "H", "H", "H", "H", "H", "H"],
  "positions_angstrom": [[-1.07677, -0.59151, 0.76899], [-4.25831, -0.53900, -2.73768], [-3.50413, -1.27536, -1.80512], [-3.09244, -0.50214, -0.79743], [-3.56042, 0.79135, -1.02056], [-4.22656, 0.76200, -2.21792], [-3.44966, 1.98293, -0.12295], [-2.11765, 2.72051, -0.32045], [-1.80041, 3.97522, 0.11316], [-0.41822, 4.00126, 0.37744], [0.00462, 2.69046, 0.09591], [-0.97350, 1.98011, -0.45175], [-3.84027, 1.63656, 1.37056], [-4.50055, 2.31278, 2.35905], [-4.11560, 1.78535, 3.60562], [-3.19585, 0.75291, 3.30437], [-3.06402, 0.63821, 1.97281], [-4.77389, -0.91561, -3.62053], [-3.34102, -2.33815, -1.77498], [-4.70207, 1.70548, -2.56791], [-4.36121, 2.73437, -0.43744], [-2.52034, 4.79036, 0.06515], [0.26147, 4.78704, 0.74856], [1.01131, 2.21540, 0.19000], [-5.05849, 3.20816, 2.15827], [-4.45787, 2.21797, 4.53471], [-2.62270, 0.07631, 3.97513], [-0.04607, -1.52590, 3.10297], [-1.39589, -2.48951, 3.52420], [-1.58585, -2.79903, 4.89967], [-2.60540, -3.67738, 5.24463], [-2.46050, -4.20635, 6.54234], [-2.30090, -4.58719, 7.63648], [-3.65526, -4.02741, 4.38656], [-3.48701, -3.72659, 3.01561], [-2.27890, -3.14787, 2.52467], [-1.84832, -3.14294, 0.84858], [-4.81676, -4.68007, 4.83679], [-5.85949, -5.18377, 5.06639], [-0.80571, -2.51132, 5.58884], [-4.26530, -3.94519, 2.32835], [-1.18871, -3.75866, -6.70083], [-0.87461, -4.13656, -5.39277], [-0.57678, -3.20535, -4.43922], [-0.57501, -1.84946, -4.69036], [-0.83953, -1.48514, -6.03002], [-1.11733, -2.40756, -7.00151], [-0.35056, -0.67082, -3.35159], [0.62361, 0.63470, -4.17890], [2.00846, 0.75606, -4.17713], [2.66663, 1.41567, -5.21206], [1.92081, 2.00263, -6.26385], [0.51829, 2.01014, -6.20012], [-0.11069, 1.41531, -5.07856], [0.84328, -1.37810, -2.23073], [1.86061, -2.18402, -2.77059], [2.81622, -2.71437, -1.94301], [2.78031, -2.48487, -0.55532], [1.76616, -1.65446, -0.03128], [0.76680, -1.17966, -0.83871], [-1.41991, -4.51966, -7.45470], [-0.82544, -5.17425, -5.18058], [-0.46404, -3.56142, -3.37438], [-0.75405, -0.42584, -6.23827], [-1.36320, -1.97971, -7.97477], [2.59360, 0.36812, -3.39257], [3.75563, 1.41749, -5.19289], [2.44832, 2.42657, -7.09416], [-0.04035, 2.44766, -6.97411], [-1.18169, 1.50159, -4.90228], [1.96748, -2.24058, -3.83367], [3.70897, -3.28486, -2.35282], [3.62885, -2.85225, 0.05318], [1.74313, -1.33614, 0.99146], [2.41483, 1.02593, 1.82475], [3.36726, 1.41331, 2.41908], [4.23961, 1.86010, 3.29983], [3.77110, 2.10523, 4.69128], [4.49943, 3.29961, 5.39198], [5.58201, 3.94132, 4.48433], [6.46793, 2.83553, 3.83431], [5.67384, 1.79636, 3.02883], [3.86810, 1.12406, 5.25968], [2.68052, 2.28717, 4.72834], [4.91164, 2.91870, 6.34097], [3.72299, 3.98470, 5.66420], [6.15790, 4.63844, 5.11362], [5.06536, 4.56859, 3.72134], [6.97089, 2.33976, 4.66426], [7.25195, 3.24768, 3.17612], [6.07897, 0.78920, 3.13880], [5.70630, 1.95963, 1.91433]],
  "forces_ev_per_angstrom": [[0.64, -0.41, -1.47], [0.31, 0.79, 0.61], [-0.46, 0.89, 0.40], [-0.21, 0.90, -0.06], [-0.16, -3.03, -2.44], [-0.49, 0.49, 0.35], [-1.80, 1.48, 0.33], [1.10, 0.43, 0.06], [1.06, -0.12, -0.14], [-0.38, 0.13, 0.39], [0.92, -0.33, -1.09], [-0.65, -0.38, 1.65], [1.39, -1.26, 1.44], [1.61, -0.81, 0.13], [-0.24, 0.52, -1.18], [-0.34, -0.04, -0.51], [-0.90, 1.34, 0.65], [0.31, 0.30, 0.33], [0.31, -0.07, 0.03], [0.44, -1.04, 0.26], [0.26, 0.12, -0.12], [0.08, -0.42, 0.39], [-0.89, -0.35, -0.32], [-1.00, 0.69, -0.17], [-0.27, -0.03, -0.20], [0.16, -0.40, 0.09], [-0.61, 0.60, -0.64], [0.62, 0.37, 0.10], [-1.27, -1.55, -0.12], [-0.07, -0.48, -2.35], [0.16, 0.53, 0.38], [-0.30, -0.92, 3.24], [-0.24, 0.57, -2.04], [1.43, 0.62, -1.09], [1.61, 0.57, 0.48], [-0.14, 0.96, 2.51], [-0.13, 0.42, -0.44], [-3.69, -1.75, 0.48], [2.96, 1.33, -0.41], [-0.19, 0.02, 0.18], [-0.48, -0.38, -0.52], [0.41, -0.27, 0.13], [-0.25, -0.02, -1.59], [-0.32, -0.57, 2.65], [0.35, -0.24, -1.56], [0.69, 0.79, 1.64], [-0.72, 0.28, -0.76], [-1.13, 1.63, 1.09], [-0.35, 0.18, -0.43], [-0.05, 0.58, -1.16], [-0.77, 0.33, -0.26], [-0.18, -0.80, 1.01], [1.27, -0.61, 2.01], [0.46, 0.20, -0.78], [0.44, -1.28, 0.37], [0.01, 1.08, 0.52], [1.78, -1.08, 0.66], [0.25, 0.74, -0.16], [1.50, -1.13, -0.38], [-1.77, 0.52, -0.41], [0.07, 0.40, 0.28], [-0.12, -0.80, 0.43], [0.20, 0.38, -1.27], [-0.26, -0.20, -0.46], [0.14, -0.53, -0.02], [0.49, -0.84, 0.78], [-0.22, 0.22, -0.18], [0.07, 0.22, -0.38], [-0.73, 0.67, -0.78], [0.06, -0.20, -0.39], [-0.01, -0.32, -0.50], [-1.35, 0.64, 0.40], [-0.75, 0.18, -0.22], [0.39, -0.42, 0.51], [2.76, 1.07, 1.24], [-3.22, -1.21, -1.06], [0.01, 0.75, 1.07], [-0.20, -1.29, 0.60], [0.38, -1.32, -0.56], [-0.67, -0.02, -0.18], [-0.14, 0.58, 0.23], [-0.47, 0.26, -1.71], [0.22, 1.14, -0.43], [0.58, -0.06, -0.65], [0.17, 0.22, -0.39], [-0.20, 0.75, 0.10], [0.11, -0.33, -0.39], [0.41, -0.51, 0.32], [0.14, -0.13, -0.02], [-0.32, 0.00, 0.39], [-0.04, -0.13, 0.43], [0.41, 0.20, 1.03]],
  "homo_lumo_gap_ev": 6.45,
  "e_lumo_ev": 1.9625,
  "homo_ev": -4.49,
  "total_energy_ev": -95477.95529,
  "relative_energy_ev": 2.700,
  "charge": -1
}

---

# 2
{
  "formula": "C38H45BHfN12S2",
  "method": "ωB97M-V/def2-TZVPD",
  "elements": ["Hf", "C", "C", "C", "C", "C", "N", "N", "B", "N", "N", "C", "C", "C", "C", "C", "N", "N", "C", "C", "C", "C", "C", "H", "H", "H", "H", "H", "H", "H", "H", "H", "H", "H", "H", "H", "H", "H", "H", "H", "H", "H", "H", "H", "H", "C", "C", "N", "C", "S", "N", "N", "C", "C", "C", "C", "C", "C", "C", "N", "H", "H", "H", "H", "H", "H", "H", "H", "H", "H", "H", "H", "H", "C", "C", "C", "C", "C", "C", "N", "C", "C", "C", "C", "C", "C", "H", "H", "H", "H", "H", "H", "H", "H", "H", "H", "S", "C", "N"],
  "positions_angstrom": [[-0.00682, 0.08468, 0.07366], [1.57216, -2.89780, -2.03027], [1.80502, -1.46011, -2.36782], [2.81986, -0.92532, -3.16117], [2.57190, 0.43308, -3.24100], [3.32808, 1.49049, -3.97448], [1.46702, 0.68757, -2.52988], [0.98738, -0.47733, -1.97829], [0.47025, 1.88096, -2.71761], [-0.95151, 1.24603, -2.77752], [-1.55611, 0.76589, -1.64670], [-2.84529, 0.63027, -1.92562], [-3.85833, 0.22840, -0.90131], [-3.08107, 0.98493, -3.26038], [-1.85348, 1.37427, -3.76303], [-1.50434, 1.84422, -5.13865], [0.43443, 2.95686, -1.59939], [-0.50771, 2.85425, -0.61198], [-0.74808, 4.08616, -0.19299], [-1.80815, 4.44734, 0.80297], [0.06989, 5.00218, -0.89486], [0.80224, 4.25031, -1.77443], [1.84203, 4.69087, -2.75527], [2.52454, -3.41022, -1.90746], [1.02391, -3.38630, -2.84174], [1.00226, -3.00892, -1.11100], [3.64353, -1.46203, -3.61198], [4.21160, 1.05266, -4.43530], [3.64440, 2.28647, -3.29688], [2.71398, 1.94438, -4.75627], [0.72059, 2.43114, -3.75841], [-3.43406, 0.21350, 0.10218], [-4.27028, -0.75997, -1.11318], [-4.68280, 0.94159, -0.90710], [-4.02888, 0.98609, -3.78339], [-2.35742, 1.69335, -5.79731], [-0.65194, 1.29352, -5.54014], [-1.24688, 2.90586, -5.14621], [-2.61280, 3.71223, 0.80433], [-2.22577, 5.42051, 0.53535], [-1.41521, 4.51655, 1.82193], [0.11184, 6.07675, -0.76615], [2.04176, 5.75184, -2.61300], [1.52004, 4.53456, -3.79029], [2.77588, 4.14561, -2.60308], [-0.46340, -1.78258, 6.71561], [-0.03056, -0.55566, 5.91811], [1.01626, -0.87877, 4.95223], [0.71264, -1.43140, 3.72988], [1.68670, -2.69167, 3.14480], [-0.47564, -1.04220, 3.24147], [-0.81487, -1.19270, 1.99453], [-1.96806, -1.77253, 1.80378], [-2.86094, -2.17691, 2.92482], [-2.26587, -2.16668, 0.43690], [-3.29603, -3.05733, 0.15030], [-3.44864, -3.52972, -1.13613], [-2.58898, -3.08095, -2.12977], [-1.62105, -2.16912, -1.77829], [-1.44959, -1.72526, -0.52601], [-1.29752, -1.53491, 7.38159], [-0.77997, -2.58277, 6.03834], [0.36058, -2.16421, 7.32621], [-0.87103, -0.14446, 5.37547], [0.34412, 0.21688, 6.58874], [1.82178, -1.33637, 5.34213], [-2.51675, -1.69756, 3.83539], [-3.89305, -1.87203, 2.71955], [-2.84668, -3.26058, 3.08476], [-3.95516, -3.37995, 0.94548], [-4.23189, -4.24310, -1.36769], [-2.67016, -3.42396, -3.15283], [-0.95384, -1.75629, -2.52332], [-1.87137, 2.55883, 4.53302], [-0.50112, 2.74437, 4.69446], [0.38872, 2.38324, 3.69854], [-0.07046, 1.86599, 2.48398], [-1.44825, 1.67066, 2.34478], [-2.33455, 1.99243, 3.35873], [0.77016, 1.49998, 1.41936], [1.89578, 2.30440, 1.10403], [2.02953, 3.63557, 1.51876], [3.12007, 4.40425, 1.13573], [4.11519, 3.88277, 0.31908], [3.98706, 2.57333, -0.11985], [2.89711, 1.80286, 0.25832], [-2.56436, 2.84522, 5.31724], [-0.11919, 3.15856, 5.62140], [1.45435, 2.49873, 3.85334], [-1.83460, 1.28982, 1.39520], [-3.40020, 1.84076, 3.21273], [1.25570, 4.08783, 2.12365], [3.18648, 5.43047, 1.48104], [4.97108, 4.48315, 0.03322], [4.75010, 2.12969, -0.75159], [2.85305, 0.78316, -0.08385], [4.19553, -2.15555, 0.44774], [2.71816, -1.57483, 0.49248], [1.61870, -1.14292, 0.52667]],
  "forces_ev_per_angstrom": [[0.39, -0.94, 0.04], [0.01, 0.06, -0.03], [0.06, -0.09, -0.10], [0.19, -0.19, -0.08], [0.14, -0.05, -0.08], [-0.06, -0.02, 0.02], [-0.52, 0.22, 0.07], [0.01, 0.54, 0.16], [-0.15, 0.05, 0.03], [0.15, 0.12, 0.14], [0.27, -0.08, -0.37], [-0.19, 0.11, 0.00], [0.05, -0.04, -0.13], [-0.21, 0.04, -0.05], [-0.14, -0.04, -0.03], [0.01, 0.06, 0.09], [-0.01, -0.40, -0.30], [0.04, 0.38, -0.17], [0.12, 0.22, -0.12], [0.15, -0.05, 0.04], [-0.13, 0.20, 0.19], [0.10, 0.12, 0.02], [-0.12, -0.08, -0.01], [-0.01, 0.01, 0.02], [0.03, 0.03, 0.02], [0.02, -0.01, 0.00], [-0.14, 0.07, 0.07], [-0.01, 0.01, 0.01], [-0.01, -0.09, -0.04], [0.04, -0.03, 0.06], [0.00, -0.21, 0.14], [-0.01, 0.04, 0.01], [0.01, 0.03, 0.01], [0.00, 0.00, 0.01], [0.17, -0.02, 0.10], [0.00, 0.00, 0.00], [-0.05, 0.02, 0.03], [-0.02, -0.07, 0.02], [0.05, 0.03, 0.01], [0.01, -0.06, 0.04], [-0.03, -0.03, -0.07], [-0.01, -0.18, -0.01], [0.00, -0.02, -0.01], [0.04, 0.01, 0.12], [-0.07, 0.06, 0.02], [-0.08, -0.03, 0.00], [0.22, -0.15, -0.01], [-0.15, 0.20, -0.02], [-0.35, -0.35, -0.24], [-0.18, 0.15, 0.28], [0.84, 0.66, 1.06], [-0.16, -0.53, -0.80], [-0.21, 0.04, -0.27], [-0.18, -0.13, 0.05], [-0.01, -0.10, 0.23], [-0.28, -0.26, 0.04], [-0.11, -0.07, 0.07], [-0.03, -0.08, -0.05], [0.14, 0.13, -0.08], [0.18, 0.08, -0.18], [0.10, -0.05, -0.06], [0.02, 0.09, 0.08], [-0.08, 0.01, -0.05], [-0.10, 0.16, -0.11], [0.02, 0.10, 0.03], [0.12, -0.13, 0.13], [-0.02, 0.01, 0.03], [0.07, -0.09, -0.01], [0.01, 0.09, 0.00], [0.06, -0.02, -0.09], [0.04, 0.06, 0.03], [0.02, 0.05, 0.06], [-0.02, 0.03, 0.05], [0.04, 0.01, 0.12], [-0.01, -0.04, 0.04], [0.10, -0.01, 0.07], [-0.07, 0.07, -0.17], [0.28, 0.18, 0.00], [-0.25, -0.10, -0.15], [0.19, 0.15, 0.31], [0.00, -0.11, -0.02], [-0.07, 0.08, -0.06], [-0.03, -0.06, 0.02], [-0.05, 0.02, 0.01], [-0.07, 0.00, -0.03], [0.01, 0.03, 0.17], [0.07, -0.03, -0.08], [-0.01, -0.02, -0.05], [-0.06, -0.02, 0.01], [-0.19, 0.19, 0.01], [0.09, -0.02, 0.00], [0.05, 0.01, 0.01], [-0.02, -0.05, -0.02], [-0.05, -0.03, 0.03], [-0.05, 0.00, 0.04], [0.02, -0.13, -0.02], [-0.10, 0.07, -0.07], [0.24, -0.12, 0.20], [-0.10, 0.36, -0.40]],
  "homo_lumo_gap_ev": 5.89,
  "e_lumo_ev": -0.8066,
  "homo_ev": -6.69,
  "total_energy_ev": -81676.38843,
  "relative_energy_ev": 3.056
}

---

# 3
{
  "formula": "C2H3N3O4S",
  "method": "ωB97M-V/def2-TZVPD",
  "elements": ["C", "C", "N", "N", "N", "O", "O", "O", "O", "S", "H", "H", "H"],
  "positions_angstrom": [[-1.35404, -1.28333, -0.00503], [2.35698, 0.28924, -0.23043], [-0.75454, -0.36663, 0.85006], [-2.06554, -0.30991, -0.68356], [1.92872, 1.07408, -1.04479], [-1.39306, -2.46147, -0.10146], [-0.92235, 1.96295, 0.05277], [2.46343, -0.06422, 1.10493], [2.92505, -0.85654, 0.00396], [-1.73837, 0.93416, 0.58581], [-0.11882, -0.70431, 1.51246], [-3.00487, -0.26463, -1.20973], [1.67741, 2.05063, -0.83498]],
  "forces_ev_per_angstrom": [[-1.40, 1.09, -0.47], [-0.52, 0.51, 1.71], [0.73, -2.23, 0.27], [-3.10, 2.76, -1.21], [0.45, 1.04, -1.17], [0.69, -1.01, 0.18], [0.67, 2.05, -0.53], [-0.78, 2.00, 1.65], [1.01, -2.42, -2.51], [-0.62, -1.95, -1.08], [0.93, 0.28, 1.60], [2.15, -0.97, 1.25], [-0.21, -1.17, 0.31]],
  "homo_lumo_gap_ev": 10.99,
  "e_lumo_ev": 0.3520,
  "homo_ev": -10.64,
  "total_energy_ev": -25612.58712,
  "relative_energy_ev": 1.478
}